Density functional theory data (wB97M-V/def2-TZVPD) for an isolated molecule of C4H12N2O in a non-equilibrium geometry.

Summary:
ΔE to the lowest compared entry with this formula, charge and spin = 320.82 kJ/mol
total charge = 0
structure (SMILES) = C[C@@H](CN)NCO
E_HOMO = -8.8 eV

Geometry (Å):
1 C 0.430 -1.109 -1.114
2 H 1.027 1.353 -1.668
3 N 0.111 -0.964 -2.682
4 H -0.657 1.501 2.107
5 H 1.073 -1.146 -3.112
6 N 0.077 -0.291 1.267
7 H 1.310 1.802 0.071
8 H -1.171 0.030 -0.613
9 H -0.279 2.247 -0.799
10 C -0.860 0.398 2.092
11 H -0.116 0.007 -2.803
12 O -1.051 -0.143 3.471
13 H 0.379 -1.289 1.518
14 H 0.111 -2.149 -1.027
15 C -0.126 0.020 -0.293
16 H 1.488 -1.155 -0.939
17 H -0.308 -0.779 3.552
18 C 0.479 1.424 -0.605
19 H -1.917 0.244 1.578


Density functional theory data (wB97M-V/def2-TZVPD) for a structure of composition C5H4CoO2 in a non-equilibrium geometry.

Summary:
total charge = +2
E_HOMO (alpha / beta) = -17.9 / -19.1 eV
multiplicity = 4
<S²> = 3.7781

Geometry (Å):
1 O -0.403 3.078 -1.376
2 C -0.485 1.957 -1.281
3 H 0.092 -1.559 1.607
4 H 1.928 -1.417 -0.092
5 H -1.578 0.154 -1.425
6 O -1.363 -0.157 1.723
7 H 2.006 -1.087 -1.919
8 C 0.497 -0.127 -0.856
9 C 1.591 -0.818 -0.943
10 C -0.288 -0.653 2.137
11 Co -1.410 0.050 3.661
12 C -0.587 0.580 -1.236


Density functional theory data (wB97M-V/def2-TZVPD) for a structure of composition C4H3O2Rh in a non-equilibrium geometry.

Summary:
ΔE to the lowest compared entry with this formula, charge and spin = 0.00 kJ/mol
total charge = +1
E_HOMO (alpha / beta) = -13.3 / -14.5 eV
multiplicity = 6
<S²> = 8.7861

Geometry (Å):
1 C -0.220 -0.319 1.733
2 O -0.035 -1.634 1.511
3 H -1.074 1.187 -1.038
4 C 0.463 -0.297 -1.438
5 H -0.493 -0.065 2.769
6 H 0.597 1.767 -0.855
7 O 0.487 -0.176 -2.656
8 C -0.084 0.931 -0.619
9 C -0.132 0.660 0.829
10 Rh 0.491 -2.054 -0.235


Density functional theory data (wB97M-V/def2-TZVPD) for a cluster of 2 separate species, C2H10N4O in total in a non-equilibrium geometry.

Summary:
ΔE to the lowest compared entry with this formula, charge and spin = 101.08 kJ/mol
total charge = 0
structure (SMILES) = N=C(N)N.NCO
E_HOMO = -9.1 eV

Geometry (Å):
1 O 0.199 0.869 -2.437
2 N 0.262 -0.713 1.349
3 N -1.134 -0.097 3.125
4 N 0.108 -1.331 -1.606
5 N -0.010 1.528 1.854
6 H -0.261 2.245 2.502
7 H 0.288 1.403 -3.228
8 H -0.506 -0.990 -0.881
9 H 1.276 -0.679 1.423
10 C -0.338 0.234 2.183
11 H -1.633 0.720 3.466
12 H -0.938 -0.663 -3.240
13 H 0.826 -0.839 -3.456
14 H 0.069 -1.653 1.672
15 H 0.735 1.750 1.221
16 H 1.022 -1.271 -1.175
17 C 0.038 -0.512 -2.770


The highest total charge belongs to which entry? C5H4CoO2


total charge of number 4 (C2H10N4O)? 0


Please write out number 2 again, unchanged.
Density functional theory data (wB97M-V/def2-TZVPD) for a structure of composition C5H4CoO2 in a non-equilibrium geometry.

Summary:
total charge = +2
E_HOMO (alpha / beta) = -17.9 / -19.1 eV
multiplicity = 4
<S²> = 3.7781

Geometry (Å):
1 O -0.403 3.078 -1.376
2 C -0.485 1.957 -1.281
3 H 0.092 -1.559 1.607
4 H 1.928 -1.417 -0.092
5 H -1.578 0.154 -1.425
6 O -1.363 -0.157 1.723
7 H 2.006 -1.087 -1.919
8 C 0.497 -0.127 -0.856
9 C 1.591 -0.818 -0.943
10 C -0.288 -0.653 2.137
11 Co -1.410 0.050 3.661
12 C -0.587 0.580 -1.236


Which value of total charge does entry 4 give? 0